No. 1
Molecular formula: C3H8S
Method: DFT, wB97M-V/def2-TZVPD

```
12
Properties=species:S:1:pos:R:3:forces:R:3
C -0.556 -1.674 0.422 0.158 0.924 1.620
C -1.170 -0.213 0.344 2.398 -1.403 0.183
S 0.049 0.791 -0.659 -2.149 -0.216 -0.597
C 1.500 0.580 0.345 1.090 -4.132 -5.328
H 0.519 -1.778 0.199 -0.625 0.255 -0.127
H -1.120 -2.199 -0.259 -0.803 -1.610 -1.802
H -0.710 -2.206 1.384 -0.053 0.643 -0.257
H -1.264 0.133 1.356 -0.015 0.756 0.350
H -2.156 -0.272 -0.091 -0.002 0.335 -0.432
H 1.614 1.465 0.710 1.428 4.915 3.101
H 2.379 0.277 -0.369 -1.489 0.712 1.417
H 1.299 -0.237 0.941 0.064 -1.178 1.872
```
Forces are in eV/Å.

Computed properties:
Highest occupied orbital energy, eV: -8.4
E_tot, eV: -14074.706
Relative energy (zero: lowest compared OMol25 entry of this formula, charge and spin), kJ/mol: 117.3
E_LUMO, eV: 1.113
Spin multiplicity: 1
Strongest force on any atom, eV/A: 6.83

---

No. 2
Molecular formula: C9H12I2LaO7RuS2
Method: DFT, wB97M-V/def2-TZVPD

```
34
Properties=species:S:1:pos:R:3:forces:R:3
I -0.850 1.297 -3.107 -0.144 0.121 -0.574
I -3.365 0.585 -0.277 -1.194 -0.522 0.079
Ru 0.029 -1.200 1.558 -1.906 1.393 -2.582
La -0.661 1.944 0.085 0.854 2.804 0.344
S -0.458 -1.552 -0.714 0.732 -0.197 -0.582
C 1.812 -0.737 1.508 7.212 3.812 -0.769
C 1.985 2.327 1.471 2.775 1.946 3.346
C 0.693 -2.756 -1.534 0.903 -1.107 -0.426
C -0.225 -3.854 -2.080 -1.310 0.050 0.180
C 1.731 -3.306 -0.570 -0.098 0.127 0.626
C 1.370 -2.036 -2.702 -0.521 1.377 -0.023
C -0.773 -0.067 2.933 -2.135 4.791 7.001
C -0.240 -2.823 2.410 -0.340 -9.382 4.530
O 2.729 2.710 2.263 -2.943 -1.570 -3.319
O 2.886 -0.271 1.372 -5.218 -3.045 0.891
O -1.193 0.559 3.842 2.237 -3.745 -5.547
O -0.243 -3.858 2.950 -0.093 5.147 -2.538
H 0.380 -4.648 -2.541 0.061 0.239 0.151
H -0.918 -3.454 -2.834 0.243 -0.177 0.041
H -0.841 -4.280 -1.281 0.196 -0.290 -0.156
H 2.288 -4.095 -1.108 -0.122 0.289 0.442
H 1.257 -3.726 0.330 0.190 -0.312 -0.352
H 2.428 -2.522 -0.239 0.091 -0.252 -0.326
H 2.087 -2.712 -3.201 -0.297 0.049 0.274
H 1.895 -1.145 -2.345 0.367 -0.155 -0.131
H 0.626 -1.691 -3.430 0.197 -0.290 -0.129
C -1.647 6.086 0.823 -0.021 -0.405 0.042
S -2.027 4.360 1.082 -0.821 2.332 1.115
O -0.834 3.696 1.764 -0.200 -1.189 -0.739
O -3.289 4.085 1.714 1.372 -0.036 -0.795
O -1.914 3.836 -0.348 0.235 -1.551 -0.397
H -1.554 6.664 1.739 -0.153 -0.243 0.263
H -2.454 6.473 0.203 -0.120 0.004 0.023
H -0.710 6.109 0.267 -0.029 -0.014 0.037
```
Forces are in eV/Å.

Computed properties:
<S²>: 8.773
Highest occupied orbital energy (alpha / beta), eV: -22.8 / -22.7
E_tot, eV: -65123.457
Total charge: +4
E_LUMO (alpha / beta), eV: -17.730 / -18.711
Spin multiplicity: 6
Strongest force on any atom, eV/A: 10.42

---

No. 3
Molecular formula: C24H29N3O2
Method: DFT, wB97M-V/def2-TZVPD

```
58
Properties=species:S:1:pos:R:3:forces:R:3
O -2.832 -2.831 1.024 -0.002 -0.043 0.245
C -2.572 -2.371 -0.072 -0.017 -0.045 -0.071
C -1.199 -2.316 -0.626 0.440 -0.152 0.270
C -0.149 -2.571 0.162 -0.644 -0.008 -0.129
C 1.254 -2.494 -0.193 0.622 0.058 -0.190
C 1.726 -1.954 -1.392 0.074 -0.102 0.174
C 3.086 -1.929 -1.635 -0.095 -0.080 0.019
C 3.941 -2.445 -0.671 -0.047 0.008 -0.229
N 3.515 -2.951 0.474 0.461 -0.202 0.248
C 2.218 -2.968 0.704 -0.503 0.086 -0.140
N -3.515 -1.833 -0.887 -0.027 0.138 -0.224
C -4.891 -1.639 -0.489 -0.360 0.140 0.025
C -5.197 -0.165 -0.201 0.107 -0.276 0.172
C -4.517 0.329 1.085 0.007 0.221 -0.111
C -3.881 1.717 0.960 0.075 -0.242 -0.153
C -2.651 1.769 0.049 -0.069 0.237 0.487
C -2.162 3.210 -0.135 0.035 -0.286 -0.346
C -0.941 3.255 -1.054 -0.078 0.519 0.098
N 0.106 2.383 -0.564 -0.222 -0.006 -0.081
C 1.346 2.869 -0.328 0.047 -0.042 -0.075
O 1.643 4.030 -0.549 0.229 0.188 -0.020
C 2.355 1.898 0.206 0.266 0.039 0.146
C 3.492 1.630 -0.546 -0.129 0.080 0.003
C 4.468 0.782 -0.055 0.044 0.051 0.025
C 4.321 0.201 1.193 0.070 0.036 0.020
C 3.198 0.479 1.955 -0.004 -0.027 0.080
C 2.220 1.327 1.467 0.004 0.090 -0.113
C -0.314 1.015 -0.395 -0.008 -0.373 0.343
C -1.481 0.946 0.589 -0.098 -0.125 -0.445
H -1.093 -2.032 -1.663 0.109 0.062 -0.148
H -0.364 -2.869 1.182 -0.109 -0.016 0.080
H 1.039 -1.553 -2.123 -0.073 0.056 -0.065
H 3.477 -1.516 -2.551 0.055 0.045 -0.068
H 5.012 -2.456 -0.818 0.097 0.063 -0.094
H 1.917 -3.392 1.654 -0.156 -0.014 0.090
H -3.231 -1.409 -1.756 0.119 -0.072 0.078
H -5.046 -2.241 0.409 -0.047 0.008 -0.130
H -5.544 -2.009 -1.286 0.036 -0.039 0.117
H -6.279 -0.047 -0.123 -0.047 0.057 -0.064
H -4.870 0.431 -1.056 -0.052 0.040 -0.089
H -3.758 -0.388 1.392 0.012 -0.071 0.086
H -5.255 0.364 1.888 0.020 -0.095 0.048
H -3.590 2.056 1.956 0.015 0.126 0.045
H -4.630 2.417 0.581 -0.037 0.106 0.036
H -2.922 1.374 -0.937 0.016 -0.033 -0.071
H -2.952 3.829 -0.564 -0.043 0.052 0.016
H -1.896 3.627 0.837 -0.002 0.056 0.072
H -0.528 4.263 -1.109 -0.072 -0.154 -0.089
H -1.227 2.934 -2.065 0.019 0.027 0.024
H 3.604 2.096 -1.514 0.024 0.069 -0.085
H 5.348 0.578 -0.646 0.078 -0.027 -0.061
H 5.080 -0.465 1.576 0.058 -0.079 0.029
H 3.086 0.035 2.932 -0.006 -0.035 0.093
H 1.354 1.556 2.071 -0.121 0.001 0.048
H 0.522 0.404 -0.055 -0.129 0.036 -0.136
H -0.644 0.631 -1.371 0.022 -0.068 0.020
H -1.761 -0.095 0.736 -0.003 0.004 0.072
H -1.166 1.351 1.552 0.035 0.012 0.118
```
Forces are in eV/Å.

Computed properties:
Highest occupied orbital energy, eV: -9.0
E_tot, eV: -33925.141
Relative energy (zero: lowest compared OMol25 entry of this formula, charge and spin), kJ/mol: 75.8
E_LUMO, eV: -0.244
Spin multiplicity: 1
Strongest force on any atom, eV/A: 0.66

---

Look up the strongest force on any atom of the first one.
6.83 eV/A